# 1
Density functional theory data (wB97M-V/def2-TZVPD) for an isolated molecule of ClF3Si.

Computed properties:
* HOMO-LUMO gap: 13.48 eV
* net charge: 0
* SMILES string: F[Si](F)(F)Cl
* E_LUMO: 0.25 eV
* HOMO level: -0.4861 Ha

CARTESIAN COORDINATES (ANGSTROEM)
Si -0.220069 -0.024955 0.047199
F 0.289927 -1.287146 -0.792158
Cl -2.199300 -0.023735 -0.095933
F 0.465562 1.394484 -0.511542
F 0.625376 -0.027943 1.416255

Atomic forces in eV per Å
Si 3.477 1.832 -0.608
F -0.329 0.853 0.474
Cl -0.049 0.140 0.414
F -1.616 -2.221 0.194
F -1.483 -0.604 -0.473

# 2
Density functional theory data (wB97M-V/def2-TZVPD) for a structure of composition ClF4HN3OP2S.

Computed properties:
* HOMO-LUMO gap (spin up / spin down): 7.96 / 7.55 eV
* net charge: +1
* E_LUMO (spin up / spin down): -8.10 / -8.14 eV
* HOMO level (spin up / spin down): -0.5900 / -0.5766 Ha

CARTESIAN COORDINATES (ANGSTROEM)
P 3.076884 0.407955 0.411101
N 2.214297 -0.604434 1.332478
F 0.344323 0.980109 -2.254691
O 0.281427 -2.141378 1.380603
F 3.982545 1.239601 1.327524
S 0.961781 -1.188687 0.636386
N 2.282108 1.295567 -0.686612
Cl 1.707351 -1.843435 -2.009729
F -0.076226 2.488295 -0.440034
P 0.741352 1.224826 -0.795945
N -0.047487 0.042438 0.082159
H -1.052981 0.119779 0.102954
F 4.166476 -0.268040 -0.421063

Atomic forces in eV per Å
P 1.473 1.463 -1.553
N -0.046 0.441 -1.075
F -0.056 0.472 0.551
O -1.354 -1.421 0.645
F -1.075 -0.334 -0.138
S 0.716 0.704 -1.871
N -0.082 -0.785 2.064
Cl -0.464 0.240 1.916
F 0.736 -0.853 -0.296
P -0.920 0.721 -1.134
N 1.997 0.621 0.014
H -0.532 -0.840 0.417
F -0.393 -0.429 0.460

# 3
Density functional theory data (wB97M-V/def2-TZVPD) for a structure of composition ClFH2N2.

Computed properties:
* HOMO-LUMO gap: 10.66 eV
* net charge: 0
* E_LUMO: 0.35 eV
* HOMO level: -0.3791 Ha

CARTESIAN COORDINATES (ANGSTROEM)
H -0.283054 0.073443 0.367400
H 0.869176 -0.763156 -0.636514
N 0.270518 0.066944 -0.413998
N -0.840607 -0.800683 -1.529029
Cl -0.714189 0.036483 -3.003036
F -2.075134 -0.463673 -0.985733

Atomic forces in eV per Å
H -1.380 -0.934 2.778
H -0.160 1.071 1.871
N 0.209 -2.178 -6.669
N 1.590 1.726 2.459
Cl -0.051 0.260 -0.326
F -0.209 0.054 -0.113

# 4
Density functional theory data (wB97M-V/def2-TZVPD) for an isolated molecule of ClFIP.

Computed properties:
* HOMO-LUMO gap (spin up / spin down): 5.91 / 6.27 eV
* net charge: 0
* multiplicity: 3
* E_LUMO (spin up / spin down): -0.09 / -4.22 eV
* HOMO level (spin up / spin down): -0.2204 / -0.3856 Ha

CARTESIAN COORDINATES (ANGSTROEM)
F -0.716275 -1.296974 0.482685
P -0.214035 -0.202545 -0.677551
Cl -1.017791 1.618890 0.120390
I 1.948100 -0.119370 0.074476

Atomic forces in eV per Å
F -0.115 1.529 -0.844
P -1.394 -0.477 0.587
Cl -1.121 -0.453 0.010
I 2.630 -0.599 0.247

# 5
Density functional theory data (wB97M-V/def2-TZVPD) for a cluster of 2 separate species, ClFIPS in total.

Computed properties:
* HOMO-LUMO gap (spin up / spin down): 8.03 / 5.94 eV
* net charge: 0
* E_LUMO (spin up / spin down): -1.69 / -2.65 eV
* HOMO level (spin up / spin down): -0.3571 / -0.3154 Ha

CARTESIAN COORDINATES (ANGSTROEM)
P -0.224060 1.492913 -0.209385
F -0.003894 0.986205 -1.770030
S -0.256790 -1.939488 0.318720
Cl -1.333970 -3.159993 1.603891
I 1.818713 2.620364 0.056804

Atomic forces in eV per Å
P -0.248 -0.874 -1.429
F -0.315 0.350 1.310
S -0.745 -0.737 0.870
Cl 0.804 0.994 -0.940
I 0.504 0.266 0.189

# 6
Density functional theory data (wB97M-V/def2-TZVPD) for a structure of composition ClFN2O3.

Computed properties:
* HOMO-LUMO gap (spin up / spin down): 8.94 / 8.45 eV
* net charge: 0
* E_LUMO (spin up / spin down): -1.59 / -1.83 eV
* HOMO level (spin up / spin down): -0.3867 / -0.3777 Ha

CARTESIAN COORDINATES (ANGSTROEM)
O 0.593912 -1.056334 -0.043950
N -2.182378 0.400788 1.047328
Cl -1.507184 0.426200 -1.631020
F 1.786917 0.273778 1.396337
N 1.513833 -0.390640 -0.043013
O 2.430955 -0.112913 -0.751723
O -2.636056 0.459122 0.026041

Atomic forces in eV per Å
O -1.585 -0.797 0.219
N -0.242 0.047 -0.792
Cl 1.259 0.066 -1.978
F -0.683 -0.699 -1.591
N 4.225 1.647 0.453
O -1.887 -0.251 0.999
O -1.088 -0.012 2.691

# 7
Density functional theory data (wB97M-V/def2-TZVPD) for a structure of composition ClFN2O3.

Computed properties:
* HOMO-LUMO gap (spin up / spin down): 7.90 / 8.48 eV
* net charge: 0
* multiplicity: 3
* E_LUMO (spin up / spin down): -0.65 / -2.90 eV
* HOMO level (spin up / spin down): -0.3144 / -0.4185 Ha

CARTESIAN COORDINATES (ANGSTROEM)
O 2.748739 -0.333828 0.355692
O 1.037131 -1.320189 -0.586713
Cl -2.977561 -0.894223 0.264167
N -1.360649 1.290159 -0.528866
O -2.049705 0.938745 0.320222
N 1.726080 -0.547926 -0.056104
F 0.875968 0.867264 0.231601

Atomic forces in eV per Å
O 3.032 -0.420 0.813
O 0.632 0.255 0.321
Cl -1.186 -2.203 -0.055
N -0.168 0.477 -0.954
O 0.766 1.831 0.751
N -4.077 1.768 -0.627
F 1.002 -1.708 -0.248

# 8
Density functional theory data (wB97M-V/def2-TZVPD) for a cluster of 2 separate species, ClFN3 in total.

Computed properties:
* HOMO-LUMO gap: 9.09 eV
* net charge: +1
* E_LUMO: -9.92 eV
* HOMO level: -0.6987 Ha

CARTESIAN COORDINATES (ANGSTROEM)
N 0.917288 -0.719990 -0.482093
F -0.834401 1.323920 -0.298616
N 1.548972 -0.933802 -1.342209
Cl -1.347539 -0.273693 1.472528
N -0.284320 0.603566 0.650391

Atomic forces in eV per Å
N 0.259 -0.581 -0.587
F 0.003 -0.996 0.798
N 0.245 -0.087 -0.146
Cl -0.034 0.356 -0.563
N -0.473 1.308 0.497

Record order is preserved below.
Energy above the lowest of the compared OMol25 structures with the same formula, charge and spin: 0.0; 40.6; 66.0; 7.1; 81.8; 41.2; 0.0; 5.9 kcal/mol
Record order is preserved below.
E: -1049.5318; -2180.4790; -670.5820; -1199.0083; -1597.2520; -894.9929; -894.9515; -723.8298 Eh